# 1
150
Properties=species:S:1:pos:R:3 method="wB97M-V/def2-TZVPD" gap_ev="5.9 / 6.7" spin_multiplicity=6 total_energy_ha=-8097.2582 s2=8.980 fmax_ev_per_a=0.91 total_charge=-2
Mn 0.223 1.449 0.362
C -2.055 1.908 3.922
Si -0.325 2.594 3.730
C 0.503 2.282 5.392
C -0.462 4.460 3.565
N 0.536 1.844 2.438
P 2.121 1.892 2.158
C 2.272 1.368 0.522
P 2.887 -0.254 0.326
N 2.125 -1.454 0.972
Si 1.733 -3.076 0.924
C 3.079 -4.260 0.315
C 0.213 -3.552 -0.086
C 1.392 -3.629 2.702
C 4.628 -0.291 0.938
C 5.073 -1.343 1.721
C 6.411 -1.430 2.090
C 7.310 -0.461 1.679
C 6.868 0.604 0.896
C 5.537 0.683 0.524
C 3.308 -0.434 -1.450
C 4.000 -1.563 -1.880
C 4.346 -1.718 -3.213
C 4.015 -0.728 -4.131
C 3.354 0.414 -3.704
C 3.003 0.561 -2.369
C 2.675 3.624 2.394
C 2.384 4.527 1.376
C 2.613 5.883 1.545
C 3.137 6.359 2.738
C 3.427 5.470 3.763
C 3.192 4.113 3.593
C 3.131 0.991 3.380
C 2.529 -0.085 4.022
C 3.239 -0.846 4.941
C 4.560 -0.531 5.220
C 5.178 0.525 4.561
C 4.471 1.275 3.637
H -2.638 2.587 4.551
H -2.576 1.800 2.973
H -2.043 0.933 4.413
H -0.033 2.857 6.153
H 0.466 1.228 5.669
H 1.549 2.589 5.413
H -1.323 4.814 4.137
H -0.595 4.775 2.530
H 0.431 4.960 3.947
H 3.197 -4.207 -0.770
H 4.053 -4.077 0.771
H 2.769 -5.280 0.564
H 0.037 -2.844 -0.898
H 0.348 -4.550 -0.512
H -0.690 -3.576 0.526
H 2.324 -3.790 3.252
H 0.823 -2.858 3.226
H 0.818 -4.558 2.738
H 4.355 -2.086 2.047
H 6.746 -2.255 2.710
H 8.353 -0.528 1.965
H 7.565 1.367 0.571
H 5.187 1.506 -0.090
H 4.276 -2.330 -1.164
H 4.880 -2.605 -3.534
H 4.280 -0.846 -5.176
H 3.104 1.200 -4.405
H 2.492 1.453 -2.035
H 1.972 4.165 0.442
H 2.377 6.560 0.734
H 3.316 7.419 2.871
H 3.829 5.831 4.703
H 3.409 3.438 4.411
H 1.502 -0.331 3.781
H 2.760 -1.686 5.428
H 5.117 -1.119 5.941
H 6.220 0.753 4.752
H 4.964 2.081 3.109
C -1.585 -3.439 -5.865
C -1.135 -3.203 -4.417
C -0.823 -4.563 -3.781
C 0.196 -2.430 -4.437
Si -2.455 -2.240 -3.371
Br -0.124 -0.097 -1.563
C -3.890 -3.392 -2.759
C -5.032 -2.561 -2.163
C -3.380 -4.289 -1.620
C -4.472 -4.277 -3.869
C -3.095 -0.639 -4.243
C -1.947 0.099 -4.945
C -4.182 -0.924 -5.288
C -3.641 0.342 -3.191
H -0.809 -4.001 -6.403
H -1.738 -2.503 -6.402
H -2.511 -4.014 -5.927
H 0.019 -5.017 -4.317
H -1.662 -5.259 -3.840
H -0.531 -4.464 -2.735
H 0.968 -3.062 -4.891
H 0.531 -2.156 -3.437
H 0.142 -1.511 -5.015
H -4.680 -1.880 -1.388
H -5.763 -3.241 -1.705
H -5.559 -1.967 -2.909
H -3.012 -3.693 -0.783
H -2.572 -4.951 -1.921
H -4.206 -4.913 -1.255
H -4.835 -3.692 -4.716
H -5.321 -4.852 -3.475
H -3.743 -4.993 -4.250
H -1.585 -0.433 -5.826
H -1.108 0.285 -4.277
H -2.318 1.074 -5.280
H -3.844 -1.621 -6.058
H -4.458 0.013 -5.787
H -5.091 -1.334 -4.845
H -2.861 0.642 -2.491
H -4.470 -0.050 -2.608
H -3.995 1.245 -3.701
S 0.416 3.424 -1.566
C 1.995 3.893 -1.910
N 3.076 4.235 -2.155
C -2.249 4.717 -0.007
C -3.584 4.213 0.512
C -3.797 4.682 1.956
C -3.891 2.719 0.422
C -5.247 2.443 0.311
C -5.744 1.158 0.321
C -4.844 0.125 0.507
C -3.470 0.315 0.635
C -2.642 -0.962 0.875
C -3.477 -2.089 1.505
C -1.420 -0.789 1.763
C -2.949 1.651 0.515
O -1.665 1.955 0.515
H -2.233 5.810 0.049
H -2.081 4.431 -1.042
H -1.411 4.330 0.563
H -4.352 4.698 -0.105
H -3.056 4.224 2.611
H -4.787 4.404 2.324
H -3.687 5.767 2.031
H -5.929 3.284 0.213
H -6.803 0.962 0.211
H -5.240 -0.878 0.563
H -2.289 -1.319 -0.103
H -3.988 -1.735 2.404
H -2.817 -2.910 1.791
H -4.228 -2.508 0.835
H -1.666 -0.315 2.713
H -0.664 -0.189 1.274
H -0.953 -1.753 1.962

# 2
60
Properties=species:S:1:pos:R:3 method="wB97M-V/def2-TZVPD" gap_ev="7.5 / 7.4" spin_multiplicity=2 total_energy_ha=-4216.7316 s2=0.755 fmax_ev_per_a=0.61 total_charge=+2
Re 1.097 0.536 0.154
O 2.543 0.564 4.176
As 1.922 1.104 2.678
O 2.856 1.408 1.310
O 1.120 -0.259 1.910
C 0.931 2.663 3.102
C 1.170 3.207 4.348
C 0.714 4.496 4.650
C 0.052 5.239 3.703
C -0.208 4.700 2.439
C 0.230 3.428 2.135
S -0.392 2.749 0.639
O -0.761 1.354 1.007
O -1.358 3.600 0.068
O 0.778 2.403 -0.335
H 3.410 0.132 4.175
H 1.715 2.643 5.092
H 0.895 4.906 5.634
H -0.288 6.239 3.934
H -0.776 5.260 1.708
N 3.989 -0.069 -0.557
C 4.823 -0.301 -1.569
C 4.067 -0.450 -2.722
C 2.756 -0.290 -2.310
N 2.706 -0.052 -0.985
H 4.180 0.297 0.371
H 5.888 -0.351 -1.412
H 4.423 -0.651 -3.717
H 1.848 -0.337 -2.885
C -3.805 -1.002 -1.543
C -2.660 -0.057 -1.185
C -2.433 1.009 -2.255
Sb -0.871 -1.152 -0.825
C -0.504 -2.454 -2.477
C -0.484 -1.772 -3.843
C 0.735 -3.308 -2.205
C -1.220 -2.473 0.824
C -1.945 -3.748 0.398
C -1.974 -1.708 1.912
H -4.711 -0.416 -1.709
H -4.024 -1.719 -0.751
H -3.608 -1.555 -2.464
H -2.847 0.424 -0.224
H -2.250 0.567 -3.235
H -1.602 1.678 -2.021
H -3.326 1.632 -2.344
H -1.390 -3.094 -2.428
H 0.251 -0.969 -3.927
H -1.455 -1.352 -4.102
H -0.238 -2.513 -4.606
H 1.651 -2.719 -2.220
H 0.835 -4.074 -2.976
H 0.682 -3.823 -1.243
H -0.218 -2.725 1.180
H -2.966 -3.547 0.071
H -2.010 -4.425 1.252
H -1.427 -4.289 -0.397
H -2.977 -1.430 1.583
H -1.449 -0.807 2.226
H -2.088 -2.347 2.790